[1]
Here is C6H8Si in the gas phase at a distorted geometry from the OMol25 dataset. Energies are from ωB97M-V/def2-TZVPD.

Each line ends with the natural charge from an NBO analysis.
Cartesian coordinates (Å):
C 1.691 0.394 -0.662  -0.227
C 1.208 -0.886 -0.598  -0.240
C -0.578 1.400 -0.768  -0.710
C 0.619 1.212 -0.052  0.027
C 0.516 0.745 1.311  -0.371
C -0.017 -0.987 0.250  -0.480
Si -1.661 -0.046 -0.287  1.080
H 2.474 0.834 -1.163  0.219
H 1.429 -1.856 -0.924  0.221
H -0.545 1.970 -1.606  0.214
H 1.510 0.483 1.891  0.233
H -0.299 1.013 1.893  0.203
H -0.192 -1.855 0.895  0.212
H -2.243 -0.152 0.957  -0.217
H -2.582 -0.760 -1.198  -0.165

Energy above the lowest of the compared OMol25 structures with the same formula, charge and spin = 111.4 kcal/mol
Lowest unoccupied orbital energy (alpha / beta) = -0.265 / -0.287 eV
Electronic energy = -14222.81973 eV
HOMO-LUMO gap (alpha / beta) = 0.2626 / 0.2588 hartree
HOMO level (alpha / beta) = -7.41 / -7.33 eV

=====

[2]
Here is 3 unconnected molecules or ions with the total composition C29H29F2N4O11PS at a distorted geometry from the OMol25 dataset. Energies are from ωB97M-V/def2-TZVPD.

Each line ends with the Löwdin charge.
Cartesian coordinates (Å):
C 4.662 2.600 1.340  -0.003
C 4.726 1.241 2.121  -0.449
O 5.022 1.284 3.292  0.109
N 4.490 -0.079 1.534  -0.078
C 5.235 -0.282 0.262  -0.062
C 3.098 -0.399 1.424  -0.169
C 2.740 -1.785 1.019  0.046
C 1.339 -2.228 0.915  -0.107
C 1.135 -3.717 0.470  -0.154
C 0.690 -3.869 -1.034  -0.186
C 1.882 -3.570 -2.069  -0.230
C 1.252 -2.726 -3.264  -0.488
S 2.530 -2.097 -4.433  0.898
C 1.786 -0.602 -5.123  -0.596
N 2.063 0.558 -4.377  0.007
N 1.403 1.551 -5.037  -0.009
C 0.762 0.991 -6.150  -0.114
O 0.987 -0.389 -6.247  0.010
C 0.206 -1.319 1.210  0.002
C 0.588 0.071 1.570  -0.041
C 1.981 0.511 1.672  0.070
C -0.533 1.095 1.844  -0.289
O -0.327 2.291 1.770  0.085
C -1.953 0.585 2.178  -0.065
C -2.871 1.517 2.806  0.004
C -4.254 1.111 3.137  -0.029
C -4.615 -0.285 2.833  -0.066
C -3.667 -1.239 2.193  -0.267
P -4.302 -2.980 1.875  0.847
N -5.754 -3.170 2.845  -0.210
O -4.815 -3.119 0.257  -0.316
C -2.300 -0.818 1.836  -0.052
C -1.287 -1.774 1.121  -0.273
O -1.636 -2.762 0.520  0.057
H 4.879 2.524 0.246  0.079
H 5.463 3.264 1.777  0.095
H 3.687 3.104 1.577  0.087
H 5.706 -1.309 0.321  0.093
H 6.106 0.429 0.176  0.102
H 4.585 -0.283 -0.653  0.102
H 3.563 -2.518 0.815  0.116
H 2.114 -4.259 0.619  0.118
H 0.335 -4.186 1.101  0.117
H -0.137 -3.167 -1.322  0.095
H 0.364 -4.941 -1.171  0.121
H 2.699 -3.020 -1.542  0.094
H 2.185 -4.551 -2.514  0.106
H 0.772 -1.826 -2.775  0.085
H 0.401 -3.273 -3.761  0.095
H 0.158 1.670 -6.794  0.134
H 2.165 1.573 1.955  0.106
H -2.586 2.571 3.038  0.116
H -4.999 1.804 3.596  0.093
H -5.647 -0.628 3.083  0.075
H -5.520 -3.037 3.836  0.036
H -6.497 -2.520 2.569  0.020
H -5.060 -2.237 -0.090  0.052
O 6.158 3.903 -9.295  0.182
C 5.749 3.208 -8.425  -0.533
O 4.921 2.138 -8.619  0.076
C 4.773 1.502 -7.353  -0.071
C 5.081 2.600 -6.407  -0.335
F 5.662 2.119 -5.280  0.075
O 6.032 3.384 -7.098  0.139
H 5.479 0.671 -7.283  0.151
H 3.764 1.118 -7.201  0.127
H 4.217 3.217 -6.146  0.175
O -6.764 0.018 5.958  0.177
C -7.176 1.111 6.155  -0.551
O -6.415 2.229 6.060  0.063
C -7.291 3.342 6.233  -0.061
C -8.431 2.732 6.994  -0.321
F -9.604 3.335 6.684  0.079
O -8.461 1.403 6.508  0.142
H -7.595 3.720 5.254  0.147
H -6.802 4.145 6.783  0.143
H -8.297 2.724 8.078  0.177

Lowest unoccupied orbital energy = -1.135 eV
Electronic energy = -84580.79169 eV
HOMO-LUMO gap = 0.2593 hartree
Structure (SMILES) = CC(=O)N(C)c1cc(CCCCSc2nnco2)c2c(c1)C(=O)c1cccc(P(N)O)c1C2=O.O=C1OC[C@@H](F)O1.O=C1OC[C@@H](F)O1
HOMO level = -8.19 eV

=====

[3]
Here is 2 unconnected molecules or ions with the total composition C3H6I2 at a distorted geometry from the OMol25 dataset. Energies are from ωB97M-V/def2-TZVPD.

Each line ends with the natural charge from an NBO analysis.
Cartesian coordinates (Å):
C 0.304 1.004 1.130  -0.720
C -0.965 -0.940 -1.239  -0.562
C 1.264 0.557 0.070  -0.312
I -2.374 -0.947 0.317  0.174
I 2.577 -0.974 0.300  0.158
H -0.490 0.261 0.881  0.232
H 0.605 0.675 2.059  0.225
H -0.033 2.014 0.883  0.235
H -1.281 -0.336 -2.129  0.198
H -0.548 -1.937 -1.334  0.190
H 0.942 0.624 -0.937  0.182

Energy above the lowest of the compared OMol25 structures with the same formula, charge and spin = 93.3 kcal/mol
Lowest unoccupied orbital energy (alpha / beta) = 0.152 / -0.752 eV
Electronic energy = -19405.02045 eV
HOMO-LUMO gap (alpha / beta) = 0.3229 / 0.2514 hartree
HOMO level (alpha / beta) = -8.64 / -7.59 eV

=====

[4]
Here is 2 unconnected molecules or ions with the total composition C9H14 at a distorted geometry from the OMol25 dataset. Energies are from ωB97M-V/def2-TZVPD.

Each line ends with the natural charge from an NBO analysis.
Cartesian coordinates (Å):
C 0.603 2.337 0.350  -0.649
C -0.148 1.040 0.240  -0.002
C -0.070 0.367 -1.025  -0.202
C -1.035 -0.450 -1.482  -0.240
C -1.931 -0.918 -0.581  -0.210
C -2.140 -0.394 0.695  -0.221
C -1.226 0.596 1.062  -0.227
H 0.820 2.377 1.435  0.213
H -0.154 3.065 0.338  0.231
H 1.512 2.546 -0.132  0.232
H 0.704 0.819 -1.720  0.203
H -1.009 -0.732 -2.543  0.224
H -2.662 -1.857 -0.774  0.210
H -2.956 -0.752 1.421  0.232
H -1.193 1.068 2.044  0.204
C 1.865 -1.472 0.938  -0.620
C 2.669 -1.007 -0.385  -0.622
H 1.803 -0.570 1.476  0.205
H 0.842 -1.703 0.556  0.218
H 2.495 -2.299 1.349  0.214
H 3.724 -1.089 -0.287  0.206
H 2.475 -0.067 -0.740  0.195
H 2.070 -1.397 -1.293  0.207

Energy above the lowest of the compared OMol25 structures with the same formula, charge and spin = 58.8 kcal/mol
Lowest unoccupied orbital energy = 0.946 eV
Electronic energy = -9557.63290 eV
HOMO-LUMO gap = 0.3571 hartree
Structure (SMILES) = Cc1ccccc1.CC
HOMO level = -8.77 eV

=====

[5]
Here is a molecular structure, C14H23F6GeN4O4PSW at a distorted geometry from the OMol25 dataset. Energies are from ωB97M-V/def2-TZVPD.

Each line ends with the Mulliken spin population.
Cartesian coordinates (Å):
W 0.650 0.337 -0.718  0.014
N -0.478 -1.690 -0.931  -0.002
C -1.944 -1.752 -1.011  0.048
C -2.754 -1.209 -0.020  -0.018
C -4.129 -1.294 -0.148  0.033
C -4.634 -1.973 -1.245  0.145
C -3.852 -2.538 -2.235  0.068
C -2.477 -2.427 -2.104  -0.007
S -6.528 -2.059 -1.422  0.012
O -7.064 -1.739 -0.142  0.021
O -6.306 -0.890 -2.347  0.661
O -6.815 -3.310 -2.033  0.022
H -0.141 -2.193 -1.748  -0.001
H -0.186 -2.242 -0.128  0.001
H -2.335 -0.733 0.853  -0.004
H -4.801 -0.881 0.595  0.004
H -4.301 -3.072 -3.063  0.005
H -1.837 -2.868 -2.863  0.000
F 0.068 2.106 0.441  0.000
P -1.198 2.714 -0.686  0.000
F -2.115 2.890 -1.887  0.000
F -2.216 2.537 0.440  0.000
F -0.743 4.145 -0.430  0.000
F -1.299 0.908 -0.933  0.003
F 0.174 2.408 -1.690  0.000
C 2.024 0.048 5.510  0.000
N 1.686 0.179 4.087  0.000
C 0.499 -0.386 3.478  0.000
C 0.730 0.020 2.058  0.001
O -0.074 -0.266 1.068  -0.005
N 1.836 0.688 1.882  0.000
C 2.412 0.762 3.152  0.000
N 3.562 1.365 3.367  0.000
H 1.138 -0.271 6.052  0.000
H 2.338 1.009 5.916  0.000
H 2.809 -0.693 5.657  0.000
H -0.420 0.046 3.885  0.000
H 0.440 -1.470 3.599  0.000
H 4.072 1.784 2.609  0.000
H 3.992 1.371 4.280  0.000
C 4.601 0.538 -2.833  0.000
Ge 3.158 0.465 -1.552  0.000
C 0.448 0.087 -2.868  0.000
C 2.838 2.323 -0.969  0.001
C 2.234 -0.864 -0.580  -0.002
H 4.260 1.158 -3.663  0.000
H 4.858 -0.459 -3.180  0.000
H 5.457 1.002 -2.343  0.000
H 1.011 0.811 -3.470  0.000
H -0.601 0.268 -3.098  0.000
H 0.693 -0.894 -3.271  0.000
H 2.515 2.957 -1.790  0.000
H 3.868 2.621 -0.729  0.000
H 2.233 2.487 -0.084  0.000
H 2.645 -1.862 -0.712  0.000

Energy above the lowest of the compared OMol25 structures with the same formula, charge and spin = 97.7 kcal/mol
⟨S²⟩ = 0.76
Total charge = +3
Lowest unoccupied orbital energy (alpha / beta) = -12.377 / -12.373 eV
Electronic energy = -123783.46315 eV
HOMO-LUMO gap (alpha / beta) = 0.1813 / 0.1763 hartree
Spin multiplicity = 2
HOMO level (alpha / beta) = -17.31 / -17.17 eV

=====

[6]
Here is 2 unconnected molecules or ions with the total composition C6H13N3O at a distorted geometry from the OMol25 dataset. Energies are from ωB97M-V/def2-TZVPD.

Each line ends with the natural charge from an NBO analysis.
Cartesian coordinates (Å):
C -1.885 -0.417 -1.652  -0.623
C -1.523 -0.305 -0.188  0.067
C -0.151 -0.828 0.203  -0.406
C 1.014 -0.104 -0.502  -0.146
N 1.055 1.340 -0.346  -0.812
C 2.305 -0.689 -0.050  0.305
N 3.345 -1.214 0.011  -0.346
C -2.147 0.772 0.621  -0.264
N -2.556 -0.622 0.801  -0.582
H -2.910 -0.061 -1.828  0.217
H -1.215 0.188 -2.278  0.209
H -1.818 -1.462 -1.990  0.219
H -0.032 -0.725 1.291  0.227
H -0.100 -1.903 -0.033  0.225
H 0.965 -0.318 -1.581  0.234
H 0.301 1.780 -0.873  0.370
H 0.939 1.602 0.629  0.361
H -1.600 1.213 1.457  0.197
H -2.842 1.450 0.121  0.196
H -3.449 -0.796 0.345  0.352
O 4.143 0.365 2.334  -0.959
H 3.665 1.042 1.841  0.464
H 4.497 -0.308 1.666  0.494

Energy above the lowest of the compared OMol25 structures with the same formula, charge and spin = 56.8 kcal/mol
Lowest unoccupied orbital energy = 0.477 eV
Electronic energy = -12949.25463 eV
HOMO-LUMO gap = 0.3848 hartree
Structure (SMILES) = C[C@@]1(C[C@@H](N)C#N)CN1.O
HOMO level = -9.99 eV